Density functional theory data (ωB97M-V with the def2-TZVPD basis set) for a 6-piece molecular cluster, C20H49O7 overall.

The HOMO-LUMO gap is 5.99 eV. The value obtained for the molar mass is 401.60 g/mol. The value obtained for the lowest unoccupied orbital energy is 1.8 eV. The value obtained for the total energy is -1318.1542 a.u.

```
! wB97M-V def2-TZVPD RIJCOSX def2/J DEFGRID3
* xyz -1 1
C -1.3548 2.4354 -1.0588
C -2.5660 3.3362 -0.7918
C -3.6494 3.0713 -1.8318
C -5.0317 3.5128 -1.4043
C -5.6798 2.5998 -0.3585
O -6.0278 1.4490 -0.7379
O -5.8205 3.1064 0.7860
H -1.5965 1.4501 -0.6857
H -0.4423 2.8273 -0.6287
H -1.2240 2.3558 -2.1298
H -2.2335 4.3686 -0.8675
H -2.9381 3.1768 0.2096
H -3.3332 3.5559 -2.7493
H -3.6620 2.0074 -2.0076
H -5.0398 4.5407 -1.0665
H -5.6762 3.4748 -2.2805
C 3.8747 3.5599 -0.0963
C 3.0588 2.4306 -0.7078
C 3.8628 1.1431 -0.7922
O 2.5952 2.8101 -2.0044
H 4.7524 3.7733 -0.7138
H 3.2813 4.4731 -0.0424
H 4.2147 3.3035 0.9083
H 2.1649 2.2617 -0.1075
H 4.7402 1.2806 -1.4319
H 3.2591 0.3485 -1.2326
H 4.2039 0.8196 0.1916
H 3.3691 2.9651 -2.5537
C 4.4914 -2.0716 3.3380
C 5.1018 -1.8142 1.9687
C 6.2597 -2.7577 1.6826
O 5.5289 -0.4548 1.8644
H 5.2352 -1.9081 4.1230
H 3.6629 -1.3877 3.5229
H 4.1234 -3.0950 3.4214
H 4.3354 -1.9374 1.2025
H 7.0599 -2.6180 2.4141
H 6.6826 -2.5593 0.6980
H 5.9442 -3.8003 1.7197
H 6.2070 -0.3066 2.5303
C -4.0358 -1.8075 -4.6887
C -4.0148 -1.1565 -3.3107
C -5.4008 -1.0499 -2.6999
O -3.4363 0.1429 -3.3809
H -4.6456 -1.2159 -5.3775
H -3.0282 -1.8619 -5.1065
H -4.4504 -2.8164 -4.6429
H -3.3661 -1.7362 -2.6512
H -6.0450 -0.4234 -3.3219
H -5.3507 -0.5678 -1.7240
H -5.8723 -2.0313 -2.5915
H -4.0011 0.6822 -3.9431
C -7.6005 3.9851 4.4960
C -8.6115 2.8993 4.1612
C -7.9551 1.5291 4.0980
O -9.2444 3.1912 2.9206
H -6.8316 4.0351 3.7210
H -8.0870 4.9613 4.5353
H -7.1165 3.7971 5.4575
H -9.4041 2.8927 4.9136
H -7.1960 1.5108 3.3117
H -8.6928 0.7631 3.8545
H -7.4819 1.2695 5.0483
H -8.5567 3.1941 2.2389
C 8.5257 -7.2432 -0.3588
C 7.8261 -5.8955 -0.2645
C 7.9180 -5.1223 -1.5713
O 8.3708 -5.1259 0.8067
H 9.5895 -7.1058 -0.5715
H 8.4469 -7.7820 0.5856
H 8.0945 -7.8595 -1.1489
H 6.7772 -6.0496 -0.0088
H 8.9632 -4.9194 -1.8208
H 7.4092 -4.1622 -1.4842
H 7.4702 -5.6799 -2.3949
H 9.2999 -4.9680 0.6136
*
```